No. 1
Computed, not measured: a gas-phase ion, C5H14NS (charge +1) at a distorted geometry, with ωB97M-V/def2-TZVPD.

Calculated values
frontier orbital gap	10.554	eV
structure (SMILES)	C[NH2+][C@H](S)C(C)C
energy relative to the best compared isomer or geometry (same formula, charge and spin)	1.981	eV
multiplicity	1
E_HOMO	-13.93	eV
total charge	+1
LUMO	-3.4	eV
E_tot	-17729.299	eV

Each line ends with the Löwdin charge.
Cartesian coordinates (Å):
C (-0.554, -1.539, -1.273)  -0.05
C (-0.515, -2.080, 1.160)  -0.11
C (0.639, 2.798, -0.160)  0.00
C (-0.764, -0.878, 0.249)  -0.43
C (0.221, 0.214, 0.404)  -0.57
N (-0.114, 1.456, -0.585)  -0.01
S (1.997, -0.258, 0.304)  0.87
H (0.480, -1.615, -1.551)  0.04
H (-0.978, -2.626, -1.339)  0.12
H (-1.050, -1.054, -2.102)  0.05
H (0.502, -2.623, 0.989)  0.11
H (-1.364, -2.732, 0.843)  0.09
H (-0.733, -1.779, 2.222)  0.10
H (1.772, 2.749, -0.437)  0.12
H (0.219, 3.620, -0.743)  0.09
H (0.411, 2.970, 0.882)  0.08
H (-1.798, -0.506, 0.515)  0.16
H (0.228, 0.724, 1.379)  0.11
H (-1.163, 1.819, -0.576)  0.22
H (0.174, 1.120, -1.561)  0.18
H (2.391, 0.220, 1.379)  -0.18

No. 2
Computed, not measured: 7 unconnected molecules or ions with the total composition C14H42O7, with ωB97M-V/def2-TZVPD.

Calculated values
frontier orbital gap	10.105	eV
structure (SMILES)	CCO.CCO.CCO.CCO.CCO.CCO.CCO
energy relative to the best compared isomer or geometry (same formula, charge and spin)	1.654	eV
multiplicity	1
E_HOMO	-9.76	eV
total charge	0
LUMO	0.3	eV
E_tot	-29529.821	eV

Each line ends with the Löwdin charge.
Cartesian coordinates (Å):
C (15.840, 19.692, -20.225)  -0.07
C (15.543, 20.819, -19.286)  -0.30
O (14.527, 20.410, -18.372)  -0.10
H (16.645, 19.988, -20.903)  0.07
H (15.002, 19.366, -20.839)  0.08
H (16.201, 18.839, -19.645)  0.07
H (15.235, 21.730, -19.815)  0.11
H (16.441, 21.072, -18.711)  0.09
H (14.395, 21.122, -17.727)  0.04
C (19.032, 19.855, -16.501)  -0.09
C (18.018, 18.927, -17.132)  -0.34
O (18.085, 17.680, -16.452)  -0.07
H (19.043, 20.821, -17.012)  0.06
H (20.035, 19.436, -16.565)  0.08
H (18.765, 20.028, -15.459)  0.08
H (18.243, 18.774, -18.196)  0.11
H (17.026, 19.387, -17.052)  0.10
H (17.362, 17.126, -16.760)  0.08
C (17.754, 24.030, -18.914)  -0.08
C (16.538, 24.874, -18.607)  -0.32
O (16.788, 26.251, -18.876)  -0.08
H (18.100, 24.222, -19.932)  0.08
H (17.606, 22.954, -18.816)  0.05
H (18.586, 24.310, -18.260)  0.08
H (16.247, 24.760, -17.555)  0.10
H (15.675, 24.582, -19.202)  0.10
H (17.426, 26.568, -18.230)  0.08
C (11.893, 23.401, -16.116)  -0.07
C (12.854, 22.231, -15.962)  -0.27
O (14.148, 22.484, -16.545)  -0.11
H (11.640, 23.857, -15.159)  0.07
H (10.964, 23.093, -16.593)  0.07
H (12.342, 24.172, -16.742)  0.08
H (12.480, 21.335, -16.460)  0.10
H (12.986, 21.925, -14.920)  0.12
H (14.598, 23.146, -16.013)  0.09
C (15.385, 23.749, -22.299)  -0.09
C (14.886, 22.786, -23.364)  -0.31
O (14.325, 23.548, -24.443)  -0.08
H (14.612, 24.042, -21.591)  0.07
H (15.795, 24.641, -22.771)  0.08
H (16.194, 23.276, -21.735)  0.06
H (14.118, 22.126, -22.950)  0.11
H (15.730, 22.198, -23.734)  0.09
H (14.092, 22.946, -25.154)  0.08
C (11.499, 18.011, -17.969)  -0.08
C (12.884, 17.395, -18.127)  -0.32
O (13.836, 17.944, -17.228)  -0.10
H (10.934, 17.937, -18.901)  0.07
H (11.605, 19.069, -17.731)  0.06
H (10.924, 17.524, -17.182)  0.07
H (13.231, 17.534, -19.158)  0.10
H (12.865, 16.324, -17.930)  0.11
H (14.090, 18.806, -17.592)  0.02
C (17.218, 19.280, -23.844)  -0.09
C (18.402, 19.347, -24.786)  -0.32
O (19.593, 19.805, -24.142)  -0.08
H (16.378, 18.791, -24.348)  0.08
H (16.874, 20.275, -23.563)  0.04
H (17.474, 18.668, -22.980)  0.07
H (18.175, 19.994, -25.643)  0.11
H (18.641, 18.364, -25.186)  0.11
H (19.421, 20.682, -23.787)  0.08

No. 3
Computed, not measured: a molecular structure, C3H11ISi2 at a distorted geometry, with ωB97M-V/def2-TZVPD.

Calculated values
frontier orbital gap	7.163	eV
energy relative to the best compared isomer or geometry (same formula, charge and spin)	0.238	eV
multiplicity	1
E_HOMO	-8.58	eV
total charge	0
LUMO	-1.4	eV
E_tot	-27144.051	eV

Each line ends with the Löwdin charge.
Cartesian coordinates (Å):
C (1.089, -1.293, 0.450)  -0.21
C (0.290, 1.509, -1.234)  -0.22
C (-0.873, 0.946, 1.494)  -0.25
Si (-2.018, -0.900, -1.418)  0.57
Si (-0.275, 0.014, -0.038)  0.42
I (-4.260, 0.269, 0.478)  -0.06
H (1.684, -1.111, 1.310)  0.01
H (0.552, -2.295, 0.516)  0.04
H (1.747, -1.390, -0.333)  -0.03
H (-0.627, 2.076, -1.062)  0.00
H (0.974, 2.263, -0.765)  0.04
H (0.649, 1.430, -2.252)  0.01
H (-1.298, 1.790, 1.140)  -0.03
H (-1.511, 0.459, 2.146)  -0.02
H (0.090, 0.960, 1.981)  0.03
H (-1.901, -0.451, -2.765)  -0.14
H (-3.052, -1.946, -1.183)  -0.17

No. 4
Computed, not measured: 2 unconnected molecules or ions with the total composition CH6NO at a distorted geometry, with ωB97M-V/def2-TZVPD.

Calculated values
frontier orbital gap	10.184	eV
energy relative to the best compared isomer or geometry (same formula, charge and spin)	0.328	eV
multiplicity	1
E_HOMO	-15.86	eV
total charge	+1
LUMO	-5.7	eV
E_tot	-4664.438	eV

Each line ends with the Löwdin charge.
Cartesian coordinates (Å):
C (1.525, -0.523, -0.977)  0.18
N (0.897, -0.317, 0.102)  0.22
H (1.080, -0.265, -1.932)  0.13
H (2.416, -1.140, -0.942)  0.13
H (1.267, -0.628, 0.985)  0.16
H (0.029, 0.208, 0.220)  0.12
H (-2.413, 1.370, 0.228)  0.05
H (-2.754, 0.549, 1.458)  0.05
O (-2.048, 0.746, 0.857)  -0.04

No. 5
Computed, not measured: a molecular structure, C24H28FeN6O3S, with ωB97M-V/def2-TZVPD.

Calculated values
frontier orbital gap (spin up / spin down)	7.735 / 6.541	eV
energy relative to the best compared isomer or geometry (same formula, charge and spin)	0.009	eV
⟨S²⟩	8.820
multiplicity	6
E_HOMO (spin up / spin down)	-10.67 / -11.28	eV
total charge	+1
LUMO (spin up / spin down)	-2.9 / -4.7	eV
E_tot	-85645.033	eV

Each line ends with the Löwdin charge.
Cartesian coordinates (Å):
Fe (0.000, -0.804, 0.119)  0.85
C (1.279, -0.559, -4.384)  -0.03
C (1.071, -1.124, -3.112)  -0.12
N (0.076, -0.790, -2.325)  0.07
C (-0.791, 0.163, -2.765)  -0.18
C (-0.632, 0.835, -3.988)  -0.15
C (0.440, 0.428, -4.813)  0.01
C (-1.522, 1.888, -4.320)  -0.01
C (-2.508, 2.252, -3.449)  -0.05
C (-2.698, 1.556, -2.236)  0.00
C (-1.885, 0.499, -1.908)  -0.20
N (-1.920, -0.282, -0.760)  0.09
C (-3.010, -0.803, -0.211)  -0.17
C (-4.354, -0.533, -0.544)  0.04
C (-5.397, -1.116, 0.169)  -0.04
C (-5.146, -2.012, 1.185)  0.02
C (-3.815, -2.403, 1.491)  -0.13
C (-3.508, -3.399, 2.439)  0.03
C (-2.208, -3.777, 2.619)  -0.01
C (-1.211, -3.144, 1.865)  -0.09
N (-1.470, -2.194, 0.985)  0.05
C (-2.752, -1.815, 0.797)  -0.13
H (2.108, -0.897, -4.989)  0.11
H (1.766, -1.860, -2.727)  0.11
H (0.587, 0.908, -5.773)  0.13
H (-1.394, 2.409, -5.259)  0.12
H (-3.160, 3.081, -3.686)  0.11
H (-3.459, 1.886, -1.543)  0.12
H (-4.579, 0.132, -1.363)  0.10
H (-6.417, -0.866, -0.088)  0.12
H (-5.963, -2.461, 1.734)  0.13
H (-4.309, -3.860, 3.004)  0.13
H (-1.934, -4.539, 3.333)  0.12
H (-0.171, -3.397, 2.004)  0.12
C (0.996, 1.001, 3.798)  -0.12
S (-0.045, -0.055, 2.847)  0.43
O (-1.206, -0.357, 3.636)  -0.29
O (-0.359, 0.686, 1.583)  -0.40
O (0.783, -1.206, 2.450)  -0.39
H (0.464, 1.930, 3.989)  0.08
H (1.917, 1.172, 3.247)  0.04
H (1.201, 0.485, 4.734)  0.08
C (1.316, 1.998, -1.019)  -0.04
N (2.287, 1.789, 0.036)  -0.14
C (2.417, 2.903, 0.964)  -0.04
C (2.702, 0.536, 0.333)  -0.43
N (2.062, -0.506, -0.157)  0.07
N (3.802, 0.418, 1.132)  -0.15
C (4.962, 1.283, 0.952)  -0.04
C (4.094, -0.861, 1.759)  -0.05
H (1.406, 3.027, -1.368)  0.10
H (0.292, 1.855, -0.658)  0.08
H (1.512, 1.322, -1.848)  0.08
H (1.424, 3.212, 1.298)  0.10
H (2.907, 3.750, 0.481)  0.10
H (2.996, 2.617, 1.835)  0.08
H (2.608, -1.350, -0.033)  0.06
H (4.749, 2.065, 0.230)  0.09
H (5.799, 0.690, 0.574)  0.10
H (5.264, 1.739, 1.896)  0.10
H (4.642, -1.532, 1.087)  0.10
H (3.172, -1.332, 2.093)  0.07
H (4.723, -0.680, 2.631)  0.10

No. 6
Computed, not measured: a molecular structure, C24H27Cl2N3O2Zr, with ωB97M-V/def2-TZVPD.

Calculated values
frontier orbital gap	7.000	eV
energy relative to the best compared isomer or geometry (same formula, charge and spin)	0.184	eV
multiplicity	1
E_HOMO	-13.62	eV
total charge	+2
LUMO	-6.6	eV
E_tot	-60208.217	eV

Each line ends with the Löwdin charge.
Cartesian coordinates (Å):
Zr (-0.289, -0.272, -0.029)  1.88
C (1.906, -0.539, 1.063)  -0.29
C (1.454, 0.761, 1.424)  -0.28
C (0.299, 0.614, 2.243)  -0.29
C (0.050, -0.774, 2.404)  -0.30
C (1.033, -1.488, 1.653)  -0.29
C (1.192, -2.974, 1.540)  0.00
C (-0.936, -1.352, 3.377)  -0.01
C (-0.415, 1.719, 2.960)  -0.01
C (2.196, 2.037, 1.179)  -0.01
C (3.134, -0.860, 0.272)  0.01
H (1.360, -3.279, 0.506)  0.09
H (0.330, -3.519, 1.925)  0.08
H (2.056, -3.301, 2.122)  0.11
H (-1.044, -2.433, 3.280)  0.08
H (-1.921, -0.888, 3.310)  0.08
H (-0.575, -1.180, 4.393)  0.11
H (-1.430, 1.436, 3.237)  0.08
H (-0.456, 2.639, 2.374)  0.08
H (0.113, 1.963, 3.885)  0.11
H (2.733, 2.027, 0.232)  0.08
H (2.936, 2.175, 1.970)  0.11
H (1.542, 2.908, 1.203)  0.08
H (3.025, -1.801, -0.265)  0.08
H (3.991, -0.955, 0.942)  0.11
H (3.371, -0.076, -0.448)  0.09
Cl (2.085, -3.176, -3.318)  0.79
C (1.985, -1.466, -3.392)  -0.58
C (2.624, -0.772, -4.442)  -0.08
C (2.569, 0.590, -4.515)  -0.59
Cl (3.348, 1.413, -5.808)  0.78
C (1.875, 1.336, -3.523)  -0.15
C (1.768, 2.739, -3.503)  0.03
C (1.083, 3.363, -2.490)  0.00
C (0.517, 2.588, -1.478)  -0.11
N (0.590, 1.265, -1.457)  -0.02
C (1.249, 0.621, -2.480)  -0.15
C (1.285, -0.794, -2.421)  -0.38
O (0.655, -1.399, -1.398)  -0.28
H (3.159, -1.339, -5.190)  0.12
H (2.231, 3.316, -4.292)  0.11
H (0.985, 4.438, -2.454)  0.13
H (-0.006, 3.063, -0.656)  0.12
N (-2.120, -2.224, 0.479)  0.12
C (-3.057, -1.201, 0.734)  -0.37
C (-4.417, -1.346, 0.948)  0.03
C (-5.170, -0.210, 1.185)  0.00
C (-4.551, 1.036, 1.225)  -0.02
C (-3.194, 1.098, 1.010)  -0.10
N (-2.463, -0.002, 0.754)  -0.04
H (-2.498, -3.163, 0.403)  0.14
H (-1.486, -2.316, 1.276)  0.05
H (-4.868, -2.330, 0.940)  0.13
H (-6.235, -0.294, 1.357)  0.13
H (-5.113, 1.937, 1.421)  0.13
H (-2.661, 2.040, 1.037)  0.12
O (-1.777, -0.421, -1.900)  -0.07
H (-1.491, -1.029, -2.595)  0.10
H (-2.558, 0.051, -2.213)  0.11